C55H43ClF5N2O8S3 | the ωB97M-V functional and the def2-TZVPD basis

Values from the calculation:
Charge: -1
Orbital gap: 0.228 hartree
LUMO energy: 0.44 eV
Multiplicity: 1
HOMO: -5.75 eV

Geometry as XYZ:
```
117
C55H43ClF5N2O8S3, DFT the ωB97M-V functional and the def2-TZVPD basis
C -0.6291 5.8355 -2.3283
C -0.8513 5.1399 -3.2589
C -0.9377 4.2264 -4.3853
N -1.4676 2.9172 -4.0302
C -0.4851 1.8563 -3.6694
C 0.7615 2.4918 -3.0482
C 1.7375 1.4782 -2.4651
C 2.8801 2.2432 -1.7744
C 2.5908 2.3751 -0.2703
S 4.0369 2.3001 0.7383
O 5.0419 3.2088 0.2909
O 3.6493 2.3618 2.1143
Cl 4.6493 0.3632 0.4285
C -0.0154 0.9648 -4.8368
C 0.2220 -0.5062 -4.4780
C -0.9317 -1.4489 -4.8381
S -0.4248 -2.9829 -5.6740
C 0.9345 -3.5941 -4.8341
S 1.5872 -4.9868 -5.3888
N 1.4369 -2.8990 -3.6831
C 2.8750 -2.7557 -3.7083
C 3.4790 -1.7327 -4.4129
C 4.8569 -1.5890 -4.4333
C 5.6641 -2.4657 -3.7292
C 5.0598 -3.4860 -3.0109
C 3.6873 -3.6303 -3.0030
C 0.9115 -3.3658 -2.4314
C 0.0964 -4.4792 -2.2834
C -0.4000 -4.8134 -1.0296
C -0.0845 -4.0677 0.0848
C 0.7616 -2.9694 -0.0467
C 1.2348 -2.6284 -1.2994
C -1.1134 1.0468 -2.4628
O -0.9574 1.5696 -1.3408
O -1.7207 -0.0076 -2.7251
C -2.5331 2.5572 -4.8611
F -2.8724 1.2785 -4.7436
F -2.2703 2.7428 -6.2081
C -3.8338 3.4206 -4.5607
F -4.9234 2.6380 -4.6336
F -4.0059 4.3952 -5.4653
F -3.8045 3.9488 -3.3492
H -0.6749 6.3422 -1.4021
H -1.6048 4.7182 -5.0893
H 0.0070 4.1867 -4.9139
H 1.3238 3.0605 -3.7911
H 0.4843 3.1907 -2.2689
H 1.2835 0.8518 -1.7112
H 2.1922 0.9088 -3.2695
H 3.8353 1.7410 -1.8953
H 2.9443 3.2567 -2.1490
H 1.9463 1.5840 0.0966
H 2.0811 3.2988 -0.0246
H -0.6555 0.9970 -5.7115
H 0.9336 1.3624 -5.1945
H 0.4684 -0.6481 -3.4386
H 1.0854 -0.8363 -5.0395
H -1.4142 -1.7513 -3.9188
H -1.7045 -0.9554 -5.4101
H 2.8918 -1.0147 -4.9594
H 5.2846 -0.7767 -4.9948
H 6.7300 -2.3115 -3.7505
H 5.6760 -4.1648 -2.4434
H 3.2683 -4.4438 -2.4384
H -0.1846 -5.0678 -3.1389
H -1.0403 -5.6721 -0.9214
H -0.4926 -4.3317 1.0468
H 1.0323 -2.3883 0.8179
H 1.8773 -1.7670 -1.3978
C -6.1747 -5.4575 3.3987
C -7.5201 -5.5296 3.0534
C -7.9779 -4.8998 1.9092
C -7.0952 -4.1853 1.1092
C -5.7504 -4.0954 1.4670
C -5.2924 -4.7420 2.6077
C -4.7895 -3.2992 0.6472
O -3.6186 -3.2369 0.9678
C -5.3153 -2.5853 -0.5520
C -4.4602 -1.7808 -1.2956
C -4.9358 -1.1129 -2.4129
C -6.2647 -1.2588 -2.7975
C -7.1234 -2.0550 -2.0611
C -6.6586 -2.7124 -0.9304
C -7.6056 -3.5277 -0.1289
O -8.7688 -3.6560 -0.4570
H -5.8165 -5.9573 4.2893
H -8.2109 -6.0802 3.6787
H -9.0214 -4.9561 1.6321
H -4.2459 -4.6775 2.8721
H -3.4272 -1.6688 -0.9961
H -4.2674 -0.4766 -2.9798
H -6.6312 -0.7404 -3.6739
H -8.1586 -2.1632 -2.3542
C 4.4187 4.2484 4.6586
C 5.0519 3.0109 4.6683
C 4.9921 2.2101 5.7954
C 4.3078 2.6467 6.9233
C 3.6893 3.9003 6.9202
C 3.7403 4.6928 5.7798
C 2.9879 4.4109 8.1280
O 2.4452 5.4970 8.1312
C 2.9750 3.5527 9.3487
C 2.3726 4.0293 10.5060
C 2.3403 3.2415 11.6436
C 2.9033 1.9695 11.6282
C 3.5091 1.4919 10.4790
C 3.5547 2.2836 9.3386
C 4.2402 1.7641 8.1190
O 4.7312 0.6541 8.1121
H 4.4591 4.8657 3.7715
H 5.5870 2.6729 3.7942
H 5.4771 1.2442 5.8062
H 3.2497 5.6560 5.7774
H 1.9335 5.0172 10.5105
H 1.8742 3.6163 12.5454
H 2.8712 1.3523 12.5164
H 3.9519 0.5058 10.4610
```


C27H29Cl2N4OP2STi | the ωB97M-V functional and the def2-TZVPD basis

Values from the calculation:
Charge: +2
Orbital gap (alpha / beta): 0.246 / 0.246 hartree
Expectation value of S²: 0.7548
LUMO energy (alpha / beta): -6.56 / -6.56 eV
Multiplicity: 2
HOMO (alpha / beta): -13.25 / -13.25 eV
Energy relative to the best compared isomer or geometry (same formula, charge and spin): 0.000 eV

Geometry as XYZ:
```
67
C27H29Cl2N4OP2STi, DFT the ωB97M-V functional and the def2-TZVPD basis
Ti 0.1038 0.0751 -0.1206
N 4.0218 -0.5267 1.4325
C 3.9263 -0.3948 2.8497
C 5.0001 0.0866 3.5764
C 4.8726 0.2523 4.9492
C 3.6693 -0.0243 5.5787
C 2.5845 -0.4775 4.8394
C 2.7258 -0.6873 3.4775
S 1.4235 -1.4066 2.5271
N 1.7245 -0.6453 1.0167
C 2.9394 -0.3951 0.6419
C 3.0955 0.0918 -0.7502
C 4.3055 0.1481 -1.4174
C 4.3312 0.5972 -2.7307
C 3.1472 0.9815 -3.3333
C 1.9774 0.8912 -2.6012
N 1.9369 0.4550 -1.3398
H 4.9150 -0.2675 1.0459
H 5.9343 0.3232 3.0806
H 5.7177 0.6056 5.5232
H 3.5719 0.1092 6.6469
H 1.6409 -0.6950 5.3234
H 5.2258 -0.1743 -0.9512
H 5.2664 0.6393 -3.2723
H 3.1214 1.3399 -4.3522
H 1.0286 1.1746 -3.0378
Cl -3.5893 -2.0034 2.2658
C -2.7929 -0.5468 2.7067
C -3.1865 0.1376 3.8769
C -2.5720 1.2989 4.2451
Cl -3.0673 2.1161 5.6774
C -1.5246 1.8473 3.4533
C -0.8337 3.0413 3.7347
C 0.1559 3.4684 2.8859
C 0.4611 2.7078 1.7523
N -0.1632 1.5828 1.4549
C -1.1507 1.1452 2.2923
C -1.7827 -0.0635 1.9164
O -1.3517 -0.6680 0.7998
H -3.9852 -0.2729 4.4789
H -1.0935 3.6112 4.6164
H 0.7003 4.3821 3.0747
H 1.2384 3.0318 1.0687
C -1.4228 2.8507 -2.6191
P -1.6425 1.3201 -1.6562
C -3.1507 1.6622 -0.6978
C -2.1871 0.0843 -2.9033
C -2.2263 -1.3356 -2.3306
P -0.5829 -1.8816 -1.7193
C 0.3310 -2.3135 -3.2336
C -0.9215 -3.4703 -0.9145
H -2.2900 3.0212 -3.2581
H -0.5313 2.8159 -3.2440
H -1.3255 3.6952 -1.9361
H -3.9370 2.0410 -1.3518
H -2.9435 2.4054 0.0730
H -3.4960 0.7497 -0.2113
H -1.4907 0.1418 -3.7462
H -3.1667 0.3733 -3.2916
H -2.5913 -2.0417 -3.0798
H -2.9071 -1.3898 -1.4767
H -0.2021 -3.0806 -3.7964
H 1.3199 -2.6941 -2.9764
H 0.4572 -1.4379 -3.8716
H -1.4555 -4.1433 -1.5861
H -1.5246 -3.2868 -0.0249
H 0.0136 -3.9411 -0.6111
```


| no. | DFT total energy (eV) |
| --- | --- |
| 1 | -135709.8487 |
| 2 | -114042.4385 |